(1)
# C5H14NO2

A cluster of 2 separate species, C5H14NO2 in total in a non-equilibrium geometry (ωB97M-V/def2-TZVPD, the Open Molecules 2025 dataset).

Relative energy (zero: lowest compared OMol25 entry of this formula, charge and spin)   51.3 kcal/mol
Highest occupied orbital energy   -13.8 eV
Net charge   +1
Calculated total energy   -403.8595 Ha

Bonds (Å) are listed after each position.
Atoms and positions in Å:
1 C 1.7360 0.8675 0.9183  O2 1.446, C3 1.526, H8 1.092, H9 1.085
2 O 0.9278 0.0292 1.7748  C1 1.446, H10 0.959
3 C 2.2724 0.0203 -0.2327  C1 1.526, C4 1.557, H11 1.090, H12 1.095
4 C 1.1837 -0.6330 -1.1339  C3 1.557, C5 1.470, H13 1.099, H14 1.088
5 C -0.1747 -0.4332 -0.6082  C4 1.470, C6 1.323, H15 1.071
6 C -1.1213 0.2317 -1.2496  C5 1.323, N7 1.468, H16 1.084
7 N -2.5079 0.5251 -0.8655  C6 1.468, H17 1.019, H18 1.031, H19 1.042
8 H 1.0723 1.6251 0.4964  C1 1.092
9 H 2.5146 1.3164 1.5260  C1 1.085
10 H 1.4330 -0.2108 2.5542  O2 0.959
11 H 2.9757 0.5684 -0.8601  C3 1.090
12 H 2.8873 -0.7436 0.2553  C3 1.095
13 H 1.2844 -0.1552 -2.1188  C4 1.099
14 H 1.5169 -1.6392 -1.3812  C4 1.088
15 H -0.4075 -1.0254 0.2533  C5 1.071
16 H -0.9082 0.6132 -2.2414  C6 1.084
17 H -3.1082 0.4097 -1.6814  N7 1.019
18 H -2.5758 1.5442 -0.7232  N7 1.031
19 H -2.8748 0.2027 0.0554  N7 1.042
20 H -1.2746 -0.7804 1.7947  O22 0.963
21 H -2.6198 -1.6053 1.7671  O22 0.962
22 O -2.2313 -0.7275 1.7006  H20 0.963, H21 0.962

---

(2)
# C5H14NO2

A cluster of 2 separate species, C5H14NO2 in total in a non-equilibrium geometry (ωB97M-V/def2-TZVPD, the Open Molecules 2025 dataset).

Relative energy (zero: lowest compared OMol25 entry of this formula, charge and spin)   126.1 kcal/mol
Highest occupied orbital energy   -13.6 eV
Net charge   +1
Calculated total energy   -403.7405 Ha

Bonds (Å) are listed after each position.
Atoms and positions in Å:
1 C -0.7605 -1.2606 1.5321  H9 1.071, H10 1.087, H11 1.074
2 C -2.1410 0.5302 -0.6098  N6 1.466, H12 1.055, H13 1.035, H14 1.110
3 C 2.2286 1.4329 0.1329  O7 1.379, H15 1.008, H16 1.157, H17 1.186
4 C 0.9123 -1.5817 -1.0614  O8 1.439, H18 1.092, H19 1.134, H20 1.084
5 C 0.1104 0.3239 0.2145  N6 1.558, O7 1.393, O8 1.392
6 N -1.0076 1.3427 -0.1575  C2 1.466, C5 1.558, H21 1.046, H22 1.000
7 O 1.1334 1.0158 0.8592  C3 1.379, C5 1.393
8 O 0.4856 -0.2084 -1.0152  C4 1.439, C5 1.392
9 H -1.2735 -1.7683 0.7411  C1 1.071
10 H 0.2667 -1.3245 1.8820  C1 1.087
11 H -1.3746 -0.8440 2.3088  C1 1.074
12 H -2.5494 0.0592 0.2416  C2 1.055
13 H -2.7998 1.2538 -0.9482  C2 1.035
14 H -1.8021 -0.1823 -1.3909  C2 1.110
15 H 2.9237 0.7043 0.0950  C3 1.008
16 H 2.6718 2.2679 0.8005  C3 1.157
17 H 1.9839 1.7680 -0.9778  C3 1.186
18 H 1.5200 -1.8757 -0.2034  C4 1.092
19 H 1.7230 -1.5772 -1.8541  C4 1.134
20 H 0.1075 -2.2269 -1.3946  C4 1.084
21 H -0.7141 1.9246 -0.9752  N6 1.046
22 H -1.3217 1.8035 0.6727  N6 1.000

---

(3)
# C5H14NOS

A cluster of 2 separate species, C5H14NOS in total (ωB97M-V/def2-TZVPD, the Open Molecules 2025 dataset).

Relative energy (zero: lowest compared OMol25 entry of this formula, charge and spin)   36.9 kcal/mol
Highest occupied orbital energy   -2.7 eV
Net charge   -1
Calculated total energy   -727.0726 Ha

Bonds (Å) are listed after each position.
Atoms and positions in Å:
1 C -1.3275 -1.1260 -2.5270  C2 1.524, H5 1.093, H6 1.093, H7 1.094
2 C 0.0663 -1.1227 -1.9112  C1 1.524, C3 1.518, H8 1.090, H9 1.099
3 C 0.4486 0.2700 -1.4452  C2 1.518, S4 1.828, H10 1.108, H11 1.089
4 S 1.9288 0.3015 -0.3737  C3 1.828, H12 1.344
5 H -1.6374 -2.1314 -2.8223  C1 1.093
6 H -1.3872 -0.4550 -3.3878  C1 1.093
7 H -2.0365 -0.7753 -1.7710  C1 1.094
8 H 0.0894 -1.8007 -1.0577  C2 1.090
9 H 0.8063 -1.4856 -2.6379  C2 1.099
10 H -0.3731 0.6736 -0.8210  C3 1.108
11 H 0.6465 0.9474 -2.2747  C3 1.089
12 H 2.8563 0.1637 -1.3368  S4 1.344
13 C -1.2224 -0.1994 1.2720  O14 1.349, C15 1.546, H17 1.113, H18 1.129
14 O -2.0007 0.2770 0.2779  C13 1.349
15 C -0.5226 0.9062 2.0959  C13 1.546, N16 1.479, H19 1.095, H20 1.095
16 N 0.3641 0.3218 3.1255  C15 1.479, H21 1.014, H22 1.012
17 H -1.7538 -0.8389 2.0112  C13 1.113
18 H -0.3574 -0.8491 0.9489  C13 1.129
19 H 0.0051 1.5799 1.4130  C15 1.095
20 H -1.3007 1.4538 2.6376  C15 1.095
21 H 1.2841 0.1209 2.7490  N16 1.014
22 H 0.5010 0.9562 3.9021  N16 1.012

---

(4)
# C5H14NOS

A cluster of 2 separate species, C5H14NOS in total (ωB97M-V/def2-TZVPD, the Open Molecules 2025 dataset).

Relative energy (zero: lowest compared OMol25 entry of this formula, charge and spin)   9.2 kcal/mol
Highest occupied orbital energy (alpha / beta)   3.7 / -0.6 eV
<S²>   0.75
Net charge   -2
Spin multiplicity   2
Calculated total energy   -726.9720 Ha

Bonds (Å) are listed after each position.
Atoms and positions in Å:
1 C 0.9726 -0.1294 -0.7645  C2 1.528, C4 1.535, H8 1.089, H9 1.091
2 C 0.1135 0.8262 -1.5909  C1 1.528, S3 1.859, H10 1.088, H11 1.096
3 S 0.4549 0.7191 -3.4152  C2 1.859
4 C 0.2872 -1.0096 0.2897  C1 1.535, N5 1.463, H12 1.080, H13 1.096
5 N 0.0025 -0.4165 1.5960  C4 1.463, C6 1.452, H14 1.015
6 C -0.9169 0.7070 1.5765  N5 1.452, C7 1.527, H15 1.100, H16 1.090
7 C -1.3432 1.1497 2.9742  C6 1.527, H17 1.093, H18 1.102, H19 1.084
8 H 1.7395 0.4471 -0.2495  C1 1.089
9 H 1.5803 -0.7461 -1.4282  C1 1.091
10 H 0.3007 1.8699 -1.3461  C2 1.088
11 H -0.9507 0.6574 -1.3909  C2 1.096
12 H 0.9376 -1.8495 0.4867  C4 1.080
13 H -0.6860 -1.3434 -0.0867  C4 1.096
14 H 0.8683 -0.0885 2.0106  N5 1.015
15 H -0.4916 1.6054 1.1043  C6 1.100
16 H -1.7422 0.4863 0.8992  C6 1.090
17 H -2.2345 0.6590 3.3731  C7 1.093
18 H -0.4849 1.0136 3.6516  C7 1.102
19 H -1.4498 2.2273 3.0184  C7 1.084
20 H 0.5580 -2.2595 -2.9510  O22 0.969
21 H 1.3737 -1.8629 -4.1200  O22 0.970
22 O 1.1111 -2.6626 -3.6375  H20 0.969, H21 0.970